(1)
The following is a DFT calculation (ωB97M-V with the def2-TZVPD basis set) of a structure of composition C41H112FeN7O19P in a non-equilibrium geometry.

Geometry as XYZ:
```
181
Properties=species:S:1:pos:R:3
Fe -3.31743 -7.58885 -11.39975
C -2.80789 -3.33002 -13.39448
C -3.37377 -4.25638 -14.49629
C -2.90963 -3.80978 -15.89308
C -1.39817 -4.03875 -16.15251
C -1.03828 -5.50142 -15.88832
C -1.61976 -6.10797 -14.59429
N -2.97393 -5.64870 -14.31245
O -3.53080 -6.25503 -13.17496
C -0.57312 -5.68540 -13.52179
C -1.58824 -7.64757 -14.79443
C -4.89631 -4.09658 -14.57313
H -2.81082 -3.79608 -12.41322
H -3.45653 -2.44818 -13.36333
H -1.77744 -2.99482 -13.52351
H -3.06861 -2.74549 -16.07287
H -3.27316 -4.41021 -16.73231
H -0.81035 -3.42196 -15.46104
H -1.10705 -3.69153 -17.14750
H 0.05235 -5.46036 -16.00661
H -1.23915 -6.03082 -16.83001
H 0.41867 -6.07280 -13.74624
H -0.88286 -5.91885 -12.50179
H -0.44804 -4.59794 -13.52695
H -0.59307 -7.92295 -15.15559
H -2.25525 -7.94622 -15.60491
H -1.79857 -8.16896 -13.86311
H -5.34528 -4.03611 -13.57736
H -5.40534 -4.91282 -15.08372
H -5.22098 -3.17082 -15.05272
P -1.88544 -9.03801 -9.69972
O -1.61624 -8.53449 -11.15228
O -0.82891 -8.54144 -8.69576
O -1.90750 -10.57109 -9.70706
O -3.32546 -8.42164 -9.59217
C 3.10071 -8.73441 -15.33907
O 1.97990 -9.59640 -15.28116
H 3.68382 -8.63183 -14.42388
H 3.71300 -9.07683 -16.17833
H 2.81603 -7.73112 -15.68921
H 1.59157 -9.42645 -14.40775
C -0.72055 -8.76259 -18.21884
O -1.48531 -8.46428 -19.38368
H 0.30802 -9.02204 -18.47570
H -0.63098 -7.93214 -17.50843
H -1.32054 -9.45580 -17.63146
H -1.03150 -7.72658 -19.80277
C -5.14205 -0.49097 -15.44716
O -4.64397 0.79611 -15.83530
H -5.03839 -0.63957 -14.37164
H -6.20955 -0.63146 -15.64093
H -4.62336 -1.23032 -16.04769
H -5.05882 1.51946 -15.36093
C 2.27991 -5.34055 -17.99082
O 2.58389 -5.02691 -16.63274
H 2.04246 -4.41357 -18.51527
H 3.20944 -5.74801 -18.39401
H 1.44880 -6.03932 -18.08571
H 2.10227 -5.60292 -16.03192
C -4.93986 -1.72558 -22.02278
C -4.11706 -2.86119 -22.60460
C -4.34686 -4.06949 -21.66490
O -4.08771 -3.74507 -20.30794
C -2.69503 -3.65891 -20.02305
N -4.63174 -3.17812 -23.93451
H -5.99969 -1.98243 -21.97599
H -4.88750 -0.75258 -22.51956
H -4.56363 -1.51420 -21.02128
H -3.10095 -2.45604 -22.56208
H -3.81288 -4.98802 -21.93897
H -5.39414 -4.36980 -21.59669
H -2.18384 -3.12653 -20.82640
H -2.28484 -4.67732 -20.06363
H -2.46071 -3.30643 -19.02225
H -4.31132 -2.46647 -24.59871
H -3.97207 -3.84699 -24.35266
C 0.51102 2.28392 -9.97476
C 0.77855 0.85067 -9.50585
C 0.86719 -0.25203 -10.54744
O 0.99452 -1.51716 -9.92741
C 0.07997 -2.47770 -10.43046
N 2.03703 0.82828 -8.69747
H 1.36773 2.94948 -10.04063
H -0.20016 2.71977 -9.27244
H -0.04208 2.20941 -10.91427
H -0.01179 0.59078 -8.80064
H 1.76585 -0.16515 -11.17060
H 0.05070 -0.21999 -11.27842
H 0.31910 -2.66099 -11.48989
H -0.92320 -2.04765 -10.46955
H 0.13451 -3.49573 -10.05275
H 2.37777 -0.11086 -8.51837
H 2.79201 1.21695 -9.25668
C -4.19316 -10.00774 -14.63156
C -5.08028 -9.62389 -13.46252
C -6.22100 -10.64504 -13.22351
O -6.87917 -11.05704 -14.40536
C -7.65216 -12.21090 -14.26455
N -4.30988 -9.45555 -12.23827
H -3.55154 -9.13922 -14.79112
H -4.81441 -10.15333 -15.51197
H -3.50107 -10.83664 -14.47365
H -5.51078 -8.63806 -13.63724
H -6.98915 -10.17435 -12.58176
H -6.00454 -11.49433 -12.56137
H -7.78379 -12.74019 -15.21085
H -8.66652 -11.82996 -14.05831
H -7.40536 -12.92653 -13.47730
H -4.84479 -9.60515 -11.38126
H -3.72458 -10.29366 -12.20347
C 4.05987 -8.80303 -10.98178
C 2.88307 -7.90684 -10.64447
C 2.51094 -7.00190 -11.80084
O 3.62189 -6.24925 -12.27510
C 3.27770 -5.29664 -13.25722
N 1.72342 -8.77139 -10.33674
H 3.81046 -9.43477 -11.84811
H 4.16949 -9.57395 -10.21861
H 4.94099 -8.26787 -11.33700
H 3.16606 -7.37506 -9.73137
H 1.64403 -6.36370 -11.59231
H 2.18324 -7.65276 -12.62624
H 4.17545 -4.71188 -13.46789
H 2.53212 -4.59115 -12.88120
H 3.01444 -5.87077 -14.15164
H 1.48253 -9.25212 -11.21198
H 0.87095 -8.20980 -10.27291
C -3.01671 -4.03228 -8.83595
C -3.46604 -5.28179 -9.62786
C -4.81555 -5.10814 -10.37648
O -5.07750 -6.43498 -10.87722
C -6.27579 -6.52638 -11.60256
N -2.39792 -5.69135 -10.54394
H -3.52414 -3.71195 -7.92491
H -3.04848 -3.22944 -9.58091
H -1.99693 -4.24436 -8.51160
H -3.57260 -6.09501 -8.90588
H -4.71254 -4.46469 -11.25671
H -5.70586 -4.85835 -9.79579
H -6.51316 -7.54416 -11.91823
H -6.33172 -5.88665 -12.48429
H -7.13036 -6.35009 -10.93365
H -1.53966 -5.81234 -10.00723
H -2.22953 -4.82829 -11.05925
C -1.62872 -0.31135 -17.45391
C -0.41457 -0.29902 -16.53607
C 0.88198 0.19090 -17.20074
O 1.62845 -0.82168 -17.84584
C 1.99152 -1.88054 -16.95789
N -0.70102 0.69418 -15.45437
H -2.38909 -1.00031 -17.06768
H -1.47239 -0.71158 -18.46017
H -2.20986 0.61116 -17.48694
H -0.30309 -1.27790 -16.07430
H 1.43034 0.71570 -16.41072
H 0.65719 0.99429 -17.90657
H 2.37406 -1.60059 -15.96656
H 2.85813 -2.44654 -17.29424
H 1.18436 -2.55787 -16.67680
H -1.50093 0.32437 -14.95699
H -0.87855 1.59859 -15.86759
C -5.59563 -6.85051 -17.82272
C -4.72191 -7.48071 -16.77963
O -5.29690 -7.14433 -15.50242
O -6.97322 -7.17789 -17.68622
H -5.16266 -7.09823 -18.79546
H -5.52726 -5.76667 -17.66519
H -3.70227 -7.13451 -16.96863
H -4.65422 -8.56157 -16.91857
H -4.59521 -6.66277 -15.01799
H -7.04381 -7.31939 -16.73006
C -0.37266 -10.73272 -13.08947
C 0.06024 -11.95648 -12.26055
O 0.26020 -11.73283 -10.88581
O 0.23307 -9.52648 -12.65052
H -1.45507 -10.59841 -13.02536
H -0.07823 -10.83402 -14.13688
H 0.97208 -12.44646 -12.62981
H -0.65250 -12.78021 -12.44843
H -0.58802 -11.29828 -10.59028
H -0.32269 -8.92399 -12.08445
```

## Properties
Multiplicity   5
HOMO energy (spin up / spin down)   -1.341 / -1.287 eV
Frontier orbital gap (spin up / spin down)   4.3074 / 4.2531 eV
Charge   -2
Electronic energy   -5047.1270 a.u.

=====

(2)
The following is a DFT calculation (ωB97M-V with the def2-TZVPD basis set) of a structure of composition C7H23CaNO3P in a non-equilibrium geometry.

Geometry as XYZ:
```
36
Properties=species:S:1:pos:R:3
C -2.61314 3.25088 0.57628
Ca -1.66952 1.08825 -0.11674
N -3.53214 0.91305 -1.67930
H 0.17107 2.12011 0.77470
H -0.25718 2.64415 -0.21107
H -1.97589 3.99032 1.08584
H -3.44389 3.04611 1.36417
H -3.14367 3.82535 -0.21689
H -4.20070 0.16427 -1.71998
H -3.24196 0.94185 -2.65519
H -4.16077 1.72080 -1.67043
C 0.33109 -1.20829 3.67057
C -0.04658 -0.51879 2.37972
O -0.36384 -1.55406 1.41295
P -1.00891 -2.00207 -0.32325
O 0.51169 -2.36392 -0.74925
C 1.75476 -2.82628 0.05207
C 2.84962 -1.81321 -0.05375
O -0.31197 -0.28342 -1.86338
C 0.93681 -0.17268 -2.67253
C 1.60268 1.10799 -2.13802
H -0.48108 -1.81145 4.07562
H 0.64762 -0.53051 4.47474
H 1.14474 -1.90668 3.48955
H -0.86779 0.18012 2.55031
H 0.77393 0.01979 1.90994
H 1.45396 -2.97958 1.08181
H 2.01406 -3.76044 -0.39566
H 2.48301 -0.83010 0.27398
H 3.71668 -2.05563 0.58474
H 3.19576 -1.71002 -1.09349
H 1.64007 -0.95810 -2.56439
H 0.77566 -0.06743 -3.70901
H 1.66433 1.06994 -1.01069
H 2.63357 1.22918 -2.52657
H 1.01793 2.04050 -2.38740
```

## Properties
HOMO energy (spin up / spin down)   -3.015 / -0.526 eV
Frontier orbital gap (spin up / spin down)   5.8147 / 3.3903 eV
Charge   -1
Electronic energy   -1579.7298 a.u.

=====

(3)
The following is a DFT calculation (ωB97M-V with the def2-TZVPD basis set) of a cluster of 2 separate species, H5NO in total in a non-equilibrium geometry.

Geometry as XYZ:
```
7
Properties=species:S:1:pos:R:3
N -0.27936 -0.99564 0.50303
H -0.45630 -1.75377 1.13677
H 0.67559 -0.86058 0.23180
H -1.00189 -0.81318 -0.15446
O 0.56749 1.14247 -0.61359
H -0.01806 1.39502 0.11624
H 0.51253 1.88568 -1.21978
```

## Properties
HOMO energy   -9.288 eV
Frontier orbital gap   10.2893 eV
Electronic energy   -132.9798 a.u.

=====

(4)
The following is a DFT calculation (ωB97M-V with the def2-TZVPD basis set) of a cluster of 2 separate species, C9H14O in total in a non-equilibrium geometry.

Geometry as XYZ:
```
24
Properties=species:S:1:pos:R:3
C -2.87277 0.77443 1.75296
C -1.73641 1.19437 0.86137
C -1.56630 0.45452 -0.33059
C -0.50857 0.68798 -1.19037
C 0.59913 1.37022 -0.60717
O 1.76116 1.52015 -1.28651
C 0.52688 2.02236 0.61144
C -0.69052 1.94150 1.33249
H -2.51280 -0.02244 2.44749
H -3.72034 0.40926 1.16588
H -3.13596 1.53877 2.47651
H -2.37624 -0.16719 -0.69004
H -0.31984 0.08398 -2.06369
H 1.82260 1.05486 -2.13139
H 1.39136 2.63382 0.84681
H -0.54084 2.50999 2.24321
C 2.44297 -1.94601 -0.61967
C 1.03122 -2.42100 -0.81315
H 2.98602 -1.95810 -1.58601
H 2.61624 -1.02849 -0.08499
H 3.03765 -2.73200 -0.12364
H 0.32276 -1.88956 -1.43644
H 0.48864 -2.49149 0.15372
H 0.95396 -3.53994 -0.92823
```

## Properties
HOMO energy   -8.248 eV
Frontier orbital gap   9.1129 eV
Electronic energy   -426.5314 a.u.

=====

(5)
The following is a DFT calculation (ωB97M-V with the def2-TZVPD basis set) of a cluster of 2 separate species, C2H8N4O in total in a non-equilibrium geometry.

Geometry as XYZ:
```
15
Properties=species:S:1:pos:R:3
C 1.74805 -0.94927 0.98948
N -0.76413 1.10493 -0.63701
C -0.23920 0.03533 -0.00319
N -1.96867 0.90213 -1.21299
N -1.08332 -0.98795 0.38489
O 1.62382 1.62772 -0.73603
N 1.06724 -0.04214 0.10630
H 0.90455 2.27822 -0.73055
H -2.01858 0.14854 -1.89835
H -2.37241 1.76404 -1.55510
H -2.03191 -0.68249 0.56721
H -0.73560 -1.62327 1.08537
H 1.22963 -1.11260 1.94508
H 1.89859 -1.92284 0.50432
H 2.74195 -0.54036 1.19057
```

## Properties
HOMO energy (spin up / spin down)   -8.553 / -7.555 eV
Frontier orbital gap (spin up / spin down)   9.2577 / 6.7650 eV
Electronic energy   -375.0811 a.u.

=====

Which formula does entry 5 have?
C2H8N4O